(1)
Entry from the Open Molecules 2025 dataset: a structure of composition C33H56NO10S4Si2Tl (ωB97M-V/def2-TZVPD).

Computed properties:
Charge: -2
Strongest force on any atom (eV Å⁻¹): 0.7
E_HOMO (eV): -2.1
Kohn-Sham gap (Eh): 0.21572
Molar mass (g/mol): 1015.631
LUMO (Eh): 0.1374
Electronic energy (a.u.): -4442.8523
2S+1: 1

Each line ends with the Löwdin charge.
Positions of all 107 atoms, in Å:
Tl1 0.53 0.09 0.83  0.90
C1 -2.78 0.07 2.14  -0.03
C2 -3.07 1.06 1.01  -0.63
C3 -2.86 2.49 1.49  -0.02
C4 -4.51 0.87 0.53  -0.03
O1 -2.11 0.80 -0.03  -0.29
Si1 -2.18 1.02 -1.68  -0.22
S1 -0.30 0.83 -2.44  0.29
O2 -2.90 2.52 -1.82  -0.17
C5 -3.47 3.18 -2.94  -0.66
C6 -3.25 4.67 -2.72  -0.04
C7 -4.97 2.87 -2.98  -0.04
C8 -2.83 2.76 -4.27  -0.05
O3 -3.38 0.04 -2.32  -0.17
C9 -3.41 -1.35 -2.63  -0.65
C10 -2.89 -2.18 -1.46  -0.03
C11 -2.59 -1.65 -3.89  -0.05
C12 -4.88 -1.68 -2.90  -0.04
H1 -3.57 0.11 2.89  0.09
H2 -1.83 0.29 2.63  0.04
H3 -2.72 -0.94 1.73  0.09
H4 -3.57 2.74 2.29  0.08
H5 -3.00 3.18 0.65  0.08
H6 -1.84 2.60 1.88  0.08
H7 -5.20 1.06 1.35  0.08
H8 -4.66 -0.15 0.17  0.07
H9 -4.73 1.55 -0.29  0.07
H10 -3.69 4.97 -1.76  0.08
H11 -3.71 5.26 -3.52  0.08
H12 -2.18 4.88 -2.69  0.08
H13 -5.46 3.25 -2.07  0.08
H14 -5.11 1.79 -3.02  0.07
H15 -5.44 3.33 -3.85  0.08
H16 -1.75 2.89 -4.22  0.06
H17 -3.24 3.37 -5.09  0.08
H18 -3.03 1.71 -4.47  0.07
H19 -1.86 -1.92 -1.23  0.05
H20 -2.92 -3.25 -1.70  0.09
H21 -3.50 -2.00 -0.56  0.08
H22 -1.55 -1.38 -3.73  0.04
H23 -2.98 -1.07 -4.73  0.08
H24 -2.65 -2.72 -4.13  0.08
H25 -5.49 -1.38 -2.04  0.08
H26 -5.00 -2.75 -3.07  0.08
H27 -5.23 -1.13 -3.78  0.08
C13 6.57 -1.52 1.40  -0.06
C14 5.23 -1.26 2.04  -0.29
C15 4.17 -2.15 1.85  -0.04
C16 2.93 -1.91 2.44  -0.08
C17 2.74 -0.78 3.22  -0.28
C18 3.79 0.11 3.41  -0.05
C19 5.02 -0.13 2.83  -0.05
S2 1.13 -0.53 4.00  0.45
O4 0.29 -1.55 3.39  -0.40
O5 1.44 -0.66 5.42  -0.34
N1 0.57 0.87 3.60  -0.27
C20 1.11 2.02 4.30  -0.21
C21 1.85 3.00 3.40  -0.52
O6 2.66 3.80 3.82  0.06
O7 1.53 2.91 2.10  -0.11
H28 6.54 -2.41 0.77  0.07
H29 7.34 -1.67 2.16  0.07
H30 6.88 -0.67 0.78  0.07
H31 4.30 -3.03 1.24  0.11
H32 2.10 -2.59 2.27  0.07
H33 3.65 1.00 4.02  0.11
H34 5.83 0.57 2.97  0.11
H35 1.77 1.75 5.12  0.10
H36 0.30 2.61 4.73  0.12
C22 3.86 3.92 0.73  -0.15
Si2 2.02 4.04 0.94  0.46
C23 1.10 3.61 -0.61  -0.16
C24 1.46 5.73 1.55  -0.16
H37 4.24 4.57 -0.06  0.03
H38 4.10 2.88 0.47  -0.01
H39 4.37 4.16 1.67  0.03
H40 1.08 4.46 -1.30  0.05
H41 0.06 3.33 -0.40  0.03
H42 1.54 2.76 -1.13  -0.04
H43 1.68 6.53 0.83  0.03
H44 1.93 5.97 2.50  0.02
H45 0.37 5.71 1.70  0.03
O8 0.35 -9.39 2.36  0.07
C25 0.39 -9.04 1.04  -0.51
O9 0.35 -9.94 0.23  0.06
C26 0.49 -7.61 0.72  -0.18
C27 0.51 -6.59 1.68  -0.05
C28 0.60 -5.26 1.32  -0.12
C29 0.68 -4.86 -0.04  -0.76
S3 0.83 -3.22 -0.50  0.51
C30 0.63 -5.91 -1.00  -0.13
C31 0.54 -7.23 -0.63  -0.04
H46 0.38 -8.59 2.89  0.07
H47 0.46 -6.81 2.74  0.10
H48 0.59 -4.49 2.08  0.09
H49 0.66 -5.63 -2.04  0.08
H50 0.50 -8.01 -1.37  0.11
C32 3.11 -0.69 -1.84  -0.28
S4 3.92 0.75 -1.15  0.82
C33 3.37 1.89 -2.43  -0.27
O10 3.18 1.12 0.10  -0.65
H51 3.70 -1.05 -2.69  0.06
H52 2.09 -0.44 -2.14  -0.01
H53 3.08 -1.45 -1.06  0.00
H54 3.76 1.53 -3.39  0.06
H55 3.77 2.88 -2.21  0.05
H56 2.28 1.90 -2.44  -0.01

(2)
Entry from the Open Molecules 2025 dataset: a cluster of 12 separate species, C33H57Br22I2N4 in total (ωB97M-V/def2-TZVPD).

Computed properties:
Charge: +1
Strongest force on any atom (eV Å⁻¹): 1.3
E_HOMO (eV): -11.0
Kohn-Sham gap (Eh): 0.30270
Molar mass (g/mol): 2521.543
LUMO (Eh): -0.1002
Electronic energy (a.u.): -58734.1605
2S+1: 1

Each line ends with the Löwdin charge.
Positions of all 118 atoms, in Å:
C1 -0.67 -1.27 7.13  -0.24
C2 0.29 -1.11 5.94  -0.84
I1 1.88 0.18 6.54  0.95
C3 -0.33 -0.61 4.61  -0.69
I2 -1.84 0.87 5.03  0.99
N1 -0.89 -1.74 3.88  -0.01
N2 -2.15 -2.20 4.14  0.02
C4 -2.39 -3.22 3.31  -0.22
N3 -1.35 -3.47 2.54  0.19
C5 -0.43 -2.55 2.89  -0.28
N4 0.76 -2.51 2.30  0.17
C6 1.84 -1.61 2.57  -0.26
C7 2.88 -1.95 3.42  -0.04
C8 3.92 -1.06 3.60  -0.13
C9 3.94 0.17 2.97  -0.21
C10 2.90 0.50 2.12  -0.07
C11 1.86 -0.38 1.92  -0.04
H1 -1.63 -1.69 6.84  0.05
H2 -0.21 -2.00 7.80  0.08
H3 -0.77 -0.36 7.71  0.04
H4 0.69 -2.10 5.74  0.08
H5 0.40 -0.06 4.03  0.04
H6 -2.80 -1.84 4.82  0.10
H7 -3.33 -3.75 3.33  0.12
H8 0.89 -3.19 1.57  0.17
H9 2.87 -2.92 3.90  0.12
H10 4.75 -1.33 4.26  0.12
H11 4.72 0.89 3.14  0.04
H12 2.92 1.46 1.60  0.10
H13 1.04 -0.12 1.26  0.12
Br1 8.68 3.03 1.10  0.61
C12 8.96 1.17 0.60  -0.74
C13 7.68 0.51 0.18  -0.65
Br2 6.56 0.07 1.72  0.77
H14 9.43 0.69 1.45  -0.03
H15 9.66 1.21 -0.23  0.05
H16 7.89 -0.45 -0.30  0.03
H17 7.08 1.12 -0.48  0.05
Br3 -1.80 6.21 0.97  0.62
C14 -2.06 4.85 2.34  -0.69
C15 -0.76 4.45 2.99  -0.68
Br4 0.29 3.30 1.83  0.62
H18 -2.56 4.02 1.85  -0.02
H19 -2.73 5.30 3.07  0.06
H20 -0.95 3.87 3.89  0.02
H21 -0.14 5.30 3.24  0.06
Br5 12.31 0.52 1.50  0.66
C16 12.58 1.23 3.29  -0.68
C17 12.14 0.24 4.34  -0.69
Br6 10.20 0.17 4.47  0.62
H22 12.04 2.16 3.34  0.05
H23 13.65 1.42 3.37  0.06
H24 12.49 0.54 5.32  0.06
H25 12.47 -0.77 4.13  0.05
Br7 -4.33 -1.29 2.35  0.73
C18 -5.64 -1.05 0.93  -0.66
C19 -6.00 -2.37 0.30  -0.67
Br8 -4.58 -3.02 -0.84  0.61
H26 -5.20 -0.35 0.22  0.01
H27 -6.52 -0.59 1.39  0.07
H28 -6.87 -2.25 -0.34  0.05
H29 -6.19 -3.15 1.04  0.05
Br9 -4.72 2.55 0.63  0.65
C20 -4.51 3.63 -0.99  -0.73
C21 -5.38 4.86 -0.94  -0.68
Br10 -7.24 4.42 -1.32  0.66
H30 -4.73 2.98 -1.83  0.01
H31 -3.46 3.91 -1.01  -0.01
H32 -5.09 5.56 -1.72  0.06
H33 -5.36 5.35 0.03  0.05
Br11 6.28 -2.15 -2.66  0.61
C22 7.97 -3.11 -2.58  -0.70
C23 7.81 -4.48 -2.00  -0.70
Br12 7.59 -4.42 -0.07  0.60
H34 8.66 -2.49 -2.01  0.04
H35 8.32 -3.17 -3.61  0.06
H36 8.70 -5.08 -2.17  0.06
H37 6.94 -5.00 -2.40  0.05
Br13 -2.88 3.79 -4.80  0.62
C24 -1.24 2.79 -4.50  -0.68
C25 -1.50 1.51 -3.75  -0.66
Br14 -1.83 1.87 -1.86  0.67
H38 -0.56 3.45 -3.97  0.03
H39 -0.84 2.57 -5.49  0.06
H40 -0.63 0.87 -3.77  0.06
H41 -2.36 0.97 -4.12  0.05
Br15 -1.95 -3.45 -3.48  0.57
C26 -3.20 -4.91 -3.75  -0.71
C27 -3.05 -5.55 -5.10  -0.68
Br16 -3.83 -4.45 -6.50  0.60
H42 -4.20 -4.51 -3.59  -0.02
H43 -2.97 -5.63 -2.96  0.06
H44 -3.59 -6.49 -5.14  0.06
H45 -2.01 -5.72 -5.37  0.05
Br17 -9.45 -0.16 -2.80  0.64
C28 -8.62 1.54 -3.27  -0.70
C29 -7.67 1.40 -4.43  -0.67
Br18 -5.99 0.59 -3.88  0.61
H46 -8.12 1.91 -2.38  -0.02
H47 -9.44 2.20 -3.54  0.06
H48 -7.40 2.38 -4.81  0.06
H49 -8.06 0.79 -5.24  0.05
Br19 3.55 6.16 -0.14  0.61
C30 2.72 5.89 -1.88  -0.69
C31 1.92 4.62 -1.92  -0.70
Br20 3.06 3.05 -2.07  0.59
H50 3.51 5.91 -2.61  0.05
H51 2.07 6.75 -2.02  0.06
H52 1.28 4.60 -2.81  0.04
H53 1.30 4.48 -1.04  0.02
Br21 -7.02 -3.41 -3.56  0.60
C32 -8.33 -3.03 -4.95  -0.70
C33 -8.80 -4.28 -5.64  -0.69
Br22 -7.45 -4.94 -6.88  0.60
H54 -7.86 -2.33 -5.63  0.05
H55 -9.16 -2.55 -4.43  0.00
H56 -9.68 -4.08 -6.24  0.06
H57 -9.01 -5.09 -4.95  0.05